The following is a quantum chemistry calculation of C22H43N2P3SSn as an isolated structure in a non-equilibrium geometry, from the Open Molecules 2025 dataset.

```
72
Properties=species:S:1:pos:R:3:forces:R:3
Sn -0.243938 -0.594618 0.153150 0.2363 1.5397 3.1809
P -1.977090 1.143091 1.689223 -1.6399 0.3407 -0.1333
P 1.474100 0.342299 2.467335 1.9025 -0.1123 0.6223
P -0.779455 -2.483814 1.968341 -0.6404 -0.8586 -0.3645
H -1.132363 -3.410208 -4.603496 0.1983 0.2528 0.1899
C -1.082241 -3.160102 -3.530135 -0.7512 -0.9095 -0.2888
C -2.431607 -2.549934 -3.187201 -0.8058 -0.2663 0.3298
H -3.280375 -3.221726 -3.433713 0.3806 0.5684 0.1325
C -2.160327 2.838395 1.000381 0.4986 -0.1244 -0.5590
C -2.343656 1.644075 3.413219 1.0019 -0.5115 0.5139
C -3.627092 0.383595 1.388282 0.1549 -0.2044 -0.3494
C 3.140635 -0.363607 2.171005 -0.0119 -0.3306 -0.4593
C 2.152002 1.999629 2.895898 -0.6643 0.6953 -0.4543
C 1.365855 -0.229491 4.211714 -0.9199 -0.3616 0.1407
C -1.853456 -3.247749 0.708058 0.0066 -0.3407 -0.1457
C -1.825647 -2.577980 3.449707 0.0950 0.6684 0.2620
C 0.494980 -3.747190 2.269429 0.4090 0.2402 -0.1514
H -0.934072 -4.158823 -3.085803 0.2755 0.6473 0.4113
H -2.533540 -2.201156 -2.125920 0.0526 -0.3168 -0.8566
H -1.816214 2.872830 -0.039755 -0.2507 0.1593 0.1343
H -1.541917 3.529555 1.596232 -0.3299 -0.2600 -0.1768
H -3.214793 3.146956 1.065765 0.3687 -0.1040 -0.0154
H -1.549470 2.287691 3.800168 -0.1133 -0.0662 0.0857
H -2.431020 0.762415 4.054985 -0.1125 0.2317 0.0464
H -3.286388 2.211094 3.397824 0.2682 -0.2614 -0.0895
H -3.713659 0.056754 0.341423 -0.2604 0.1976 0.2593
H -4.395414 1.131217 1.650516 0.1931 -0.4173 -0.2815
H -3.767131 -0.501084 2.031766 0.0764 0.3712 -0.2001
H 3.760195 -0.140805 3.052167 -0.1328 -0.1497 -0.3448
H 3.598533 0.100754 1.289923 -0.0181 -0.1680 0.1202
H 3.088906 -1.447222 2.023250 0.1608 0.1207 0.0246
H 2.797034 1.887120 3.780394 -0.1998 -0.0101 -0.4211
H 1.358244 2.710043 3.145287 0.1295 0.0327 0.0180
H 2.737489 2.397989 2.060551 -0.0817 -0.0390 0.2123
H 2.266351 0.109701 4.741172 -0.2304 -0.1222 -0.2698
H 1.329023 -1.321622 4.278190 -0.0900 0.1463 0.0398
H 0.497241 0.202262 4.720798 0.0827 -0.1699 -0.0106
H -1.830770 -4.332708 0.874702 -0.3020 0.1878 -0.2486
H -1.465137 -3.029690 -0.298272 -0.1257 -0.3506 0.1122
H -2.882604 -2.869771 0.770119 0.2157 -0.1282 0.0403
H -2.030251 -3.640107 3.666797 0.1168 0.3738 -0.0985
H -2.772562 -2.042464 3.288782 0.3016 -0.2230 0.1277
H -1.282272 -2.115160 4.286218 -0.3029 -0.2537 -0.0667
H 0.020294 -4.739435 2.316972 0.0796 0.3463 0.1502
H 1.004521 -3.515580 3.218643 -0.0933 -0.2331 -0.3642
H 1.227430 -3.763006 1.450158 -0.0872 -0.0130 0.2845
C -0.769887 -0.774560 -3.773306 1.4908 0.1170 -1.1065
C -0.061129 -2.042814 -3.307747 0.2474 -0.8693 0.0904
C 1.196911 -2.412956 -4.092391 0.0732 0.8234 0.0638
C 1.779622 -1.557263 -4.982670 -0.3353 -0.5211 0.5582
C 1.261702 -0.220335 -5.106502 -0.6006 0.3435 0.8139
C 0.030439 0.129640 -4.552158 0.4477 1.3681 -0.1234
S -2.471218 -1.105868 -4.300547 -1.5933 -1.1099 -0.9141
H -1.607007 -0.180015 -3.219982 1.3990 0.3539 1.4303
H 0.181346 -1.963449 -2.208446 -0.0398 -0.1582 -0.9173
H 1.600005 -3.410414 -3.872026 -0.0902 0.4732 -0.2071
H 2.659680 -1.835248 -5.566260 -0.2888 -0.0271 0.2416
H 1.918527 0.520390 -5.588873 -0.7531 -0.2936 -0.0254
H -0.390400 1.158398 -4.623069 0.5893 -0.7929 -0.4688
N 3.023529 5.000692 -2.678623 -0.7423 -1.0949 1.0532
C 2.402631 4.089514 -1.888945 0.8186 1.1711 -0.5422
C 2.438427 2.702501 -2.158870 -0.1876 -0.8924 -0.4051
C 1.715548 1.847930 -1.336893 0.3151 0.2785 -0.3611
N 1.101610 2.267987 -0.219085 -0.5439 0.2268 -0.4231
C 1.052861 3.587358 0.045231 0.1972 0.1553 -0.1917
C 1.682759 4.532277 -0.755722 -0.6697 0.0455 0.6850
H 3.580345 4.725642 -3.473770 0.1879 -0.0799 -0.3133
H 2.970663 5.994197 -2.473968 0.0135 0.1068 0.0131
H 2.970091 2.316400 -3.025447 -0.0767 0.0835 0.1199
H 1.570956 0.783815 -1.604681 0.5223 0.6900 0.1767
H 0.450485 3.905966 0.902766 0.4903 -0.1567 -0.2958
H 1.583135 5.587801 -0.522264 0.0885 -0.0545 -0.0401
```
Forces are in eV/Å.

Strongest force on any atom in eV/Å: 3.54
Relative energy (zero: lowest compared OMol25 entry of this formula, charge and spin) in kJ/mol: 0.0
Net charge: +4
HOMO level (spin up / spin down) in eV: -19.03 / -19.18

=====

The following is a quantum chemistry calculation of C22H43N2P3SeW as an isolated structure in a non-equilibrium geometry, from the Open Molecules 2025 dataset.

```
72
Properties=species:S:1:pos:R:3:forces:R:3
W -1.017799 -0.241653 0.768535 7.5125 2.6165 -1.0792
P -3.092493 -0.223678 -0.225895 -3.5355 0.1801 -0.1547
P 0.031370 -2.346623 0.325056 0.7359 -3.9092 -0.8276
P -0.117701 2.300964 0.219443 0.3417 3.1623 0.3696
H 2.950011 -0.739140 -1.291098 1.1280 1.0062 0.2227
C 3.357688 0.191339 -0.803303 -1.5822 -0.8117 -1.5196
C 3.950774 0.144698 0.362721 -2.3013 0.1841 2.2286
H 3.979322 -0.801427 0.920617 0.8173 0.3447 -0.3926
C -3.323572 -0.414935 -2.007473 0.6455 0.0682 -0.5611
C -3.984815 -1.522422 0.632942 -0.2667 -0.6721 0.0231
C -3.792083 1.383213 0.298692 -0.0337 0.2878 0.1114
C 1.738706 -3.060544 0.196417 0.8761 0.6383 0.1216
C -0.544233 -3.614585 1.513824 -0.4606 0.2271 0.9413
C -0.617506 -3.091286 -1.217500 -0.4709 0.7689 -0.7065
C 1.597692 3.075326 0.239735 0.7304 -0.8663 0.1250
C -0.748389 3.430425 1.552963 -0.5618 -0.5508 0.5582
C -0.722118 3.272958 -1.222679 -0.4578 -0.8443 -0.7461
H 3.021520 1.143300 -1.254279 0.4625 -0.7227 0.1810
H 3.707908 1.032714 0.977544 1.6750 -0.1796 -0.1804
H -4.393069 -0.515686 -2.236519 0.1427 -0.0031 0.2090
H -2.769673 -1.299074 -2.350739 -0.3133 0.1131 0.0694
H -2.900862 0.447576 -2.544878 -0.2151 -0.1738 0.2415
H -5.044845 -1.446064 0.442319 -0.4828 0.0340 -0.1393
H -3.820140 -1.476629 1.712716 -0.0689 0.0385 -0.2070
H -3.657302 -2.505335 0.259101 -0.0493 0.2527 0.1302
H -4.877059 1.361359 0.101360 0.2887 0.0387 0.0430
H -3.336002 2.220531 -0.253124 -0.2411 -0.3854 0.0885
H -3.651106 1.572373 1.377240 -0.1436 -0.1888 -0.3464
H 1.621261 -4.142470 -0.021512 -0.2869 0.6877 0.1830
H 2.278067 -2.969477 1.146365 -0.1064 0.0548 -0.1726
H 2.347771 -2.625680 -0.600570 -0.1973 0.0629 0.1377
H -0.307627 -4.622977 1.132624 0.0304 0.5096 0.0080
H -1.620350 -3.557913 1.683336 0.0061 -0.0397 -0.0234
H -0.052899 -3.466828 2.490100 -0.1154 -0.1131 -0.3379
H -0.129058 -4.051001 -1.364144 -0.0202 -0.1576 0.2378
H -0.363063 -2.477577 -2.090014 -0.1372 -0.1872 0.2041
H -1.699238 -3.240794 -1.186960 0.0684 -0.0206 0.0314
H 1.505333 4.173573 0.109757 -0.4115 -0.7100 0.0830
H 2.237526 2.695656 -0.566926 -0.3114 0.1331 0.2847
H 2.107297 2.899023 1.200254 -0.2232 -0.0409 -0.3175
H -0.448719 4.471656 1.335462 -0.0876 -0.5739 -0.0784
H -0.330229 3.149821 2.535424 -0.1250 0.1532 -0.4011
H -1.848899 3.396567 1.624034 0.3703 0.0867 0.0019
H -0.385639 4.310645 -1.165146 0.1006 -0.1767 0.3345
H -1.810779 3.290817 -1.283794 0.0111 -0.0373 -0.0402
H -0.336393 2.844689 -2.156098 -0.1031 0.1061 0.1804
C 1.366030 0.193743 -4.142213 0.9626 0.4258 0.0802
C 2.769888 0.050061 -3.997729 1.1302 -0.4711 0.5506
C 3.672760 -0.002100 -5.034591 0.0979 -0.0635 0.3486
C 3.236414 0.200026 -6.353839 0.2065 -0.3311 0.3951
C 1.871248 0.446097 -6.549992 -1.0136 0.1152 0.2915
C 0.971851 0.482409 -5.476493 -0.8181 0.0283 -1.0169
Se 0.275692 -0.037604 -2.606343 -0.0704 0.2217 -0.9733
H -1.653609 -1.137294 1.913977 -1.4374 -0.7855 0.9193
H 3.162644 -0.058307 -3.008276 0.1458 -0.1658 0.0114
H 4.724462 -0.223052 -4.828256 -0.4035 0.2462 -0.0243
H 3.952950 0.145036 -7.179217 -0.3981 0.1061 0.1902
H 1.534395 0.588214 -7.579576 -0.2177 0.1253 0.4696
H -0.069461 0.717471 -5.664987 0.0328 -0.1186 -0.1945
N -0.042710 -0.225148 6.720925 -0.7677 1.0058 -1.7022
C 0.019508 0.028196 5.394363 0.4510 -0.9039 2.5704
C 1.097434 -0.452887 4.622448 0.4388 -0.1404 -1.3039
C 1.032411 -0.352590 3.253129 -0.8344 -0.5724 0.6204
N -0.099060 0.148439 2.667222 -0.7070 0.7434 -1.7540
C -1.098617 0.709318 3.394150 0.6071 -0.6261 1.6832
C -1.045524 0.678025 4.764473 -1.4812 0.4059 -1.0949
H 0.670185 -0.652692 7.258593 0.9265 -0.4888 0.2035
H -0.812074 0.128300 7.268264 -0.1294 0.0684 0.0054
H 1.912083 -0.991545 5.080907 0.2351 0.2017 0.0873
H 1.772781 -0.758582 2.562913 -0.0165 0.1544 0.3678
H -1.999640 1.040603 2.860162 0.2749 0.1639 0.1772
H -1.910635 0.980408 5.344077 0.1524 0.2644 -0.0268
```
Forces are in eV/Å.

Strongest force on any atom in eV/Å: 8.03
Relative energy (zero: lowest compared OMol25 entry of this formula, charge and spin) in kJ/mol: 119.5
Net charge: +4
Spin multiplicity: 3
HOMO level (spin up / spin down) in eV: -19.30 / -19.54

=====

| no. | M (g mol⁻¹) | E (eV) |
| --- | --- | --- |
| 1 | 579.3 | -70982.097 |
| 2 | 691.3 | -121483.387 |